1.
This record from the Open Molecules 2025 dataset describes one molecule with the formula C18H19FN6O in a non-equilibrium geometry. The level of theory is ωB97M-V/def2-TZVPD.

Values from the calculation:
Gap between HOMO and LUMO ... 8.59 eV
SMILES ... Fc1cccc(Cc2noc(CN3CCN(c4cnccn4)CC3)n2)c1
Highest occupied orbital energy ... -7.92 eV

```
45
Properties=species:S:1:pos:R:3:forces:R:3:mulliken_charge:R:1
F -5.6593 -2.7552 1.4931 0.0684 0.0392 -0.0638 -0.32
O -1.8851 3.0726 0.7519 0.8923 0.1159 0.0390 -0.15
N 3.9667 -1.6742 -0.6515 -0.0619 0.3553 0.1175 -0.43
N 6.3441 -1.2796 0.6973 0.1517 -0.1061 0.0654 -0.62
N -1.6841 1.6503 -0.8945 0.5433 0.1367 -0.1601 -0.44
N 1.0274 1.5776 0.7292 -0.1585 0.1430 0.1889 0.04
N 3.4308 0.5542 -0.4837 -0.1931 0.2796 -0.1672 0.07
N -3.1402 2.6393 0.4573 -1.2674 -0.2416 -0.1194 -0.54
C 5.5141 -0.2846 0.4956 -0.1131 0.2475 0.0620 -0.33
C 0.4114 2.6764 0.0009 0.0784 -0.0033 0.0753 -0.39
C 1.0419 0.3165 0.0040 0.0946 -0.2144 -0.2740 -0.43
C -3.7309 -3.0521 0.1754 -0.1945 0.0076 0.1628 -0.52
C -4.9047 -0.9349 0.2105 -0.0185 -0.1606 0.0471 -0.58
C -2.8186 -2.5151 -0.7171 -0.0346 0.0625 -0.0042 -0.60
C 6.0092 -2.4816 0.2331 -0.0254 -0.1674 -0.0518 -0.28
C 3.4409 1.8419 0.1697 -0.0682 0.1183 0.3814 -0.75
C 4.2907 -0.4558 -0.1921 0.2920 -0.6796 -0.1703 0.98
C 2.3458 1.8777 1.2518 0.2618 0.1040 -0.0937 -0.90
C -3.9910 -0.4109 -0.6910 -0.1036 -0.1825 -0.0512 0.51
C -2.9903 1.7940 -0.5215 0.3086 0.6108 0.3837 0.78
C -4.7614 -2.2472 0.6227 0.1103 0.0021 -0.0681 0.28
C -2.9480 -1.2073 -1.1491 0.0221 -0.0081 -0.0757 -0.37
C -1.0550 2.4454 -0.0839 -0.4274 -0.2432 -0.3920 0.42
C 4.8167 -2.6656 -0.4422 0.2294 0.0087 0.1492 -0.29
C -4.0973 1.0253 -1.1423 -0.0008 -0.0591 0.1430 -1.15
C 2.1388 0.2531 -1.0691 -0.3917 -0.1620 0.0331 -0.82
H -2.0028 -3.1230 -1.0773 0.0693 -0.0651 -0.0361 0.40
H -2.2318 -0.7903 -1.8404 0.0735 0.0224 -0.0786 0.42
H 0.5738 3.5984 0.5632 0.0607 -0.0247 -0.1066 0.40
H 6.7103 -3.2820 0.4144 -0.0174 -0.1473 -0.0519 0.39
H 0.7956 2.8020 -1.0236 -0.0683 0.1018 0.1038 0.28
H 4.5153 -3.6296 -0.8306 0.0970 -0.1232 0.0191 0.40
H 1.2169 -0.4753 0.7378 -0.0140 -0.0608 -0.0585 0.37
H 0.0638 0.1617 -0.4515 0.0717 -0.1164 0.0519 0.07
H 5.8367 0.6692 0.8883 -0.1036 0.1166 -0.0279 0.27
H 2.1854 -0.7446 -1.5019 -0.1180 0.2012 -0.0585 0.47
H -5.0451 1.4630 -0.8331 -0.0070 -0.0180 -0.0903 0.42
H 2.3268 2.8530 1.7412 0.0094 -0.0031 0.0443 0.49
H -5.7196 -0.3406 0.5931 -0.1069 0.0559 0.0570 0.40
H 4.4114 2.0497 0.6141 -0.0206 0.0551 -0.0679 0.40
H 3.2406 2.6097 -0.5871 0.0946 0.0041 0.0572 0.28
H 2.5735 1.1171 2.0055 0.0750 0.0623 0.0185 0.33
H -3.6524 -4.0695 0.5238 -0.0192 -0.0997 0.0514 0.44
H 1.9406 0.9832 -1.8607 0.0117 -0.0362 -0.0267 0.25
H -3.9952 1.0804 -2.2277 -0.0822 0.0716 0.0431 0.32
```
Positions in Å, forces in eV/Å.



2.
This record from the Open Molecules 2025 dataset describes C18H19IN2PtS as an isolated structure in a non-equilibrium geometry. The level of theory is ωB97M-V/def2-TZVPD.

Values from the calculation:
Gap between HOMO and LUMO (spin up / spin down) ... 5.70 / 6.14 eV
Spin multiplicity ... 3
Highest occupied orbital energy (spin up / spin down) ... -6.82 / -7.29 eV

```
42
Properties=species:S:1:pos:R:3:forces:R:3:mulliken_charge:R:1
Pt -0.3755 0.7252 0.1078 0.7719 -3.4231 1.0266 0.72
I -0.2961 -0.8510 2.4302 0.2896 -0.1133 0.0177 -0.37
S 0.3628 1.0022 -1.8461 1.5555 1.3987 -3.1092 -0.41
N -0.0630 2.2395 1.3676 -0.9303 0.3327 0.9271 -0.42
N -2.2496 0.9330 0.7489 -0.3283 0.6248 1.3772 -0.38
C -4.4237 0.0960 0.8069 0.6967 0.1420 -0.0518 -0.68
C 0.6726 -2.4076 -3.9828 0.0957 0.0375 0.3700 -0.58
C 0.1396 -1.4165 -3.1616 0.4201 0.5852 -0.0813 -0.32
C -3.7931 2.1926 1.9226 0.7747 1.2049 0.5312 -0.40
C 2.0572 -2.5459 -4.0881 0.0443 0.0175 -0.0145 -0.28
C 0.3008 4.3962 2.8428 0.4165 0.2306 0.1162 -0.43
C 2.9197 -1.6933 -3.3948 -0.4131 -0.0223 0.2427 -0.53
C -0.9918 3.9169 2.6708 -1.2217 -0.4395 -0.2443 -0.42
C -3.0994 -0.0648 0.4686 0.0370 1.6579 0.6431 -0.10
C -2.4482 2.0276 1.5472 -1.6381 -1.8809 -1.1995 0.48
C 0.9952 -0.4932 -2.5267 0.3292 -1.2580 -0.1787 0.26
C 1.2012 2.5713 1.6498 -1.3520 0.5360 0.0804 -0.17
C 2.3945 -0.6977 -2.5754 -0.7254 0.4158 -0.3221 -0.44
C -1.2140 2.7715 1.8859 2.4427 0.8235 0.0641 0.40
C -4.7409 1.2641 1.5092 -0.5549 -0.3255 -0.0619 -0.40
C 1.4283 3.7305 2.3626 -0.3000 -0.6394 -0.2999 -0.63
C 2.8401 -3.0732 0.3597 -0.5020 1.7107 -1.1298 -0.82
C 1.6196 -3.8598 0.0905 -1.3056 -1.6498 1.5474 -0.40
H -1.8732 4.4026 3.1031 0.5692 0.0767 -0.0151 0.38
H 2.4539 4.0404 2.4815 -0.0724 0.3639 0.3651 0.42
H -5.1089 -0.6781 0.4953 -0.4054 0.2173 0.3028 0.42
H 3.3532 -3.1355 1.2577 1.4656 -1.0511 1.3644 0.39
H -4.0393 3.0896 2.5257 -0.2056 -0.8269 -0.4061 0.34
H 3.3523 -2.6929 -0.4927 1.4695 -1.0156 -0.8364 0.32
H -0.9341 -1.2716 -3.0491 0.2034 -0.0893 -0.1857 0.34
H 3.9966 -1.7878 -3.4981 -0.1374 -0.1148 0.0632 0.36
H 1.3588 -3.8415 -0.9626 0.0157 -0.9817 -0.0751 0.18
H 1.9061 1.8564 1.2517 0.4059 0.3873 0.0159 0.47
H 0.0050 -3.0615 -4.5437 0.1997 0.0626 0.2061 0.34
H 1.4194 -4.7555 0.7716 0.8826 0.2026 -1.8492 0.29
H -2.5859 -0.8973 0.0203 -0.5315 -0.3596 -0.3084 0.49
H 2.3830 -2.1419 0.5062 -0.6167 2.0801 0.7801 0.08
H 3.0293 0.0046 -2.0327 -0.0724 -0.2419 -0.2118 0.36
H 0.4865 5.3130 3.3767 -0.2997 0.1666 0.2131 0.41
H -5.7870 1.3985 1.7424 -0.0032 0.2882 0.2325 0.40
H 0.8763 -3.2677 0.5535 -1.4422 0.7682 0.1552 -0.01
H 2.4716 -3.3372 -4.7023 -0.0278 0.1016 -0.0613 0.37
```
Positions in Å, forces in eV/Å.



3.
This record from the Open Molecules 2025 dataset describes C18H19IrN2O4Te as an isolated structure in a non-equilibrium geometry. The level of theory is ωB97M-V/def2-TZVPD.

Values from the calculation:
Gap between HOMO and LUMO (spin up / spin down) ... 6.34 / 6.49 eV
Spin multiplicity ... 2
Total charge ... +1
Highest occupied orbital energy (spin up / spin down) ... -11.53 / -11.53 eV

```
45
Properties=species:S:1:pos:R:3:forces:R:3:mulliken_charge:R:1
Ir 0.7168 -0.0783 -0.0969 -1.7962 1.4461 -0.3832 1.29
Te 2.7538 1.0339 -1.2143 0.1074 -0.6612 -0.0794 0.45
O 1.1106 -2.1738 0.0991 0.7099 0.6788 0.6376 -0.69
O 2.4135 -1.4401 -1.4873 0.5015 -0.8208 -0.4500 -0.63
O 0.8809 0.8253 1.5939 0.7511 -0.7694 1.0273 -0.74
O -0.4057 -0.7078 -1.5376 -0.4623 -0.8966 -0.2153 -0.61
N -0.3956 1.5454 -0.5592 0.6933 0.5196 -0.6352 0.21
N -1.2742 1.3859 -1.6146 -0.1954 0.1415 0.2719 -1.03
C -3.0623 -2.0937 -4.4100 0.0081 0.0029 0.0453 -0.64
C 1.5909 4.8234 2.3527 0.0712 -0.0907 0.0715 -0.68
C 2.1754 3.8235 3.1425 -0.0893 0.0651 -0.0626 -0.49
C 3.0662 3.0495 -0.6917 -0.2610 0.2285 0.1810 -1.14
C -2.1551 -0.2918 -3.1056 0.2174 -0.0369 -0.0085 0.36
C 4.0912 0.3734 0.2804 0.2076 -0.0144 -0.0571 -0.94
C -2.8294 0.6331 -3.8998 -0.0260 0.0377 0.0065 -0.34
C -3.7122 -1.1717 -5.2178 0.0210 0.0100 -0.0185 -0.39
C -0.2750 2.7471 -0.1037 -0.1883 0.1815 0.2608 -0.19
C 0.5355 3.1119 1.0227 -0.1640 0.0197 -0.2502 0.45
C 2.5572 -3.7706 -0.9505 -0.1173 -0.0961 -0.0493 -1.13
C 0.7558 4.4651 1.3216 -0.0339 0.0625 -0.0449 -0.67
C 1.1206 2.1242 1.8171 -0.0947 -0.1852 0.0049 0.84
C -2.2790 -1.6559 -3.3543 -0.0112 -0.0410 -0.0019 -0.40
C -3.5987 0.1893 -4.9602 -0.0338 0.0103 0.0101 -0.65
C 1.9239 2.4882 2.8975 0.0010 -0.1130 0.0914 -0.34
C 1.9994 -2.3969 -0.7896 0.0027 0.2857 -0.0746 1.04
C -1.2593 0.1649 -2.0321 0.1374 0.0121 -0.3605 0.63
H 4.0790 1.1025 1.0872 -0.0358 -0.0253 0.0085 0.32
H 1.7945 5.8646 2.5586 -0.0476 -0.0007 0.0233 0.44
H -4.3077 -1.5134 -6.0542 -0.0129 0.0043 0.0168 0.40
H -1.7720 -2.3631 -2.7121 0.0393 -0.0082 -0.0572 0.42
H 2.9882 3.2118 0.3762 0.0866 0.0901 0.0699 0.26
H 2.3167 1.7030 3.5312 0.0701 0.0501 -0.0272 0.49
H 2.8187 4.1014 3.9668 -0.0058 -0.0089 0.0066 0.41
H -2.7408 1.6888 -3.6826 0.0287 -0.0028 -0.0381 0.42
H 5.0886 0.2905 -0.1473 -0.0187 0.0211 -0.0059 0.42
H 2.3643 3.6844 -1.2265 0.0384 0.0387 -0.0104 0.37
H 3.7511 -0.5998 0.6189 0.0047 0.0033 -0.0027 0.31
H 2.8103 -3.9505 -1.9917 -0.0017 0.0026 -0.0016 0.34
H -0.8604 3.5068 -0.6135 -0.1068 -0.0349 0.0832 0.48
H 3.4757 -3.8302 -0.3637 -0.0081 -0.0065 0.0151 0.28
H 4.0819 3.2625 -1.0320 -0.0072 -0.0869 -0.0413 0.49
H 0.2727 5.2230 0.7153 0.0277 -0.0154 -0.0002 0.41
H 1.8604 -4.5183 -0.5829 0.0102 -0.0045 0.0171 0.34
H -4.1082 0.9041 -5.5922 -0.0106 -0.0027 0.0175 0.39
H -3.1604 -3.1529 -4.6059 -0.0068 0.0099 0.0095 0.41
```
Positions in Å, forces in eV/Å.